{"formula": "C43H57BrIN10S2", "method": "ωB97M-V/def2-TZVPD", "max_force_ev_per_a": 1.88, "homo_lumo_gap_ev": 3.21, "charge": 1, "symbols": ["I", "Br", "S", "S", "N", "N", "N", "N", "N", "N", "N", "N", "N", "N", "C", "C", "C", "C", "C", "C", "C", "C", "C", "C", "C", "C", "C", "C", "C", "C", "C", "C", "C", "C", "C", "C", "C", "C", "C", "C", "C", "C", "C", "C", "C", "C", "C", "C", "C", "C", "C", "C", "C", "C", "C", "C", "C", "H", "H", "H", "H", "H", "H", "H", "H", "H", "H", "H", "H", "H", "H", "H", "H", "H", "H", "H", "H", "H", "H", "H", "H", "H", "H", "H", "H", "H", "H", "H", "H", "H", "H", "H", "H", "H", "H", "H", "H", "H", "H", "H", "H", "H", "H", "H", "H", "H", "H", "H", "H", "H", "H", "H", "H", "H"], "positions_angstrom": [[3.182377, -1.287457, -3.398605], [3.639409, 3.820412, -2.770197], [4.829584, -0.571628, -0.273080], [2.880316, -0.969395, -1.001929], [4.985376, -4.046023, -1.072126], [2.761415, -4.919859, 7.461763], [0.553120, -1.879526, 4.423360], [-2.128210, 1.566529, 0.016140], [-0.798352, 6.117605, -2.034234], [-1.581402, 1.057178, 5.217839], [-4.801680, 6.878780, 0.720573], [-1.919469, -1.305904, -2.090706], [-3.581185, 3.801066, -3.754771], [4.371334, -3.395765, -6.223745], [-3.214172, -0.328842, 5.789774], [-0.631883, 4.505772, -0.528928], [2.408921, -1.693023, 3.229998], [-2.736722, -1.772498, -3.079978], [4.434270, -5.139665, -0.457015], [-5.148217, 3.594263, -5.306833], [-3.357727, 1.272388, -0.509708], [1.493644, -5.167564, 7.917297], [3.376772, 2.191587, -1.699587], [3.534550, -3.868088, -7.201931], [1.925746, 1.637393, -1.769108], [-6.292928, 7.769916, 2.093326], [-0.788322, -2.074103, -2.038450], [-5.959709, 6.630850, 1.407881], [-3.700828, 0.562886, 4.801010], [5.224071, -5.745317, -2.474722], [4.129579, -4.966431, -7.762209], [2.519073, -2.833494, 4.063874], [5.495563, -4.177758, -6.158901], [1.566425, -6.187485, 8.830102], [-2.858230, -0.234503, 1.084780], [-2.672905, 1.407033, 4.469711], [-3.056953, 4.315923, -4.909546], [0.080513, 5.282423, -1.405331], [-4.854378, 3.355115, -3.989198], [-5.302015, 8.742999, 1.805003], [1.183429, -1.122404, 3.476725], [5.371081, -5.162599, -7.101964], [-3.833912, 0.156243, 0.133148], [-1.904558, 0.001190, 6.028898], [3.642415, -5.765405, 8.079360], [4.565745, -6.207717, -1.305835], [-4.008383, 4.203154, -5.890440], [1.780095, 0.478425, -0.732574], [-0.888042, -3.048362, -3.000178], [-4.396382, 8.165540, 0.953732], [-2.062877, 5.890731, -1.568246], [1.360382, -2.917858, 4.790419], [5.473659, -4.409648, -2.301849], [-1.994602, 4.890248, -0.633446], [-2.124857, -2.854587, -3.662560], [-1.818106, 0.654960, 0.991552], [2.928919, -6.566241, 8.932939], [3.340041, -7.337794, 9.562135], [1.132276, 5.309752, -1.633018], [-3.761028, -1.122289, 6.271634], [6.280411, -3.966508, -5.452428], [-5.258351, 9.752377, 2.178674], [-0.553091, 6.795133, -2.733233], [5.485957, -6.326438, -3.343343], [-2.828445, 4.479850, -0.084255], [-2.900093, 6.456873, -1.943194], [5.025126, -3.123339, -0.683228], [-0.889415, 0.719145, 1.534890], [0.754544, 0.091785, -0.796220], [3.146556, -1.332865, 2.528725], [4.020665, 1.437640, -2.159047], [0.734084, -6.613094, 9.365350], [3.007499, -4.225727, 6.781510], [-6.443186, 5.670212, 1.350759], [4.188874, -2.601373, -5.644569], [3.352883, -3.514036, 4.125065], [6.092135, -5.938278, -7.298117], [3.997982, -5.062632, 0.525007], [5.953600, -3.688590, -2.943310], [-2.913264, -1.069953, 1.762767], [-0.155825, -3.813564, -3.203371], [-2.523696, -3.442251, -4.472192], [-6.077909, 3.357992, -5.796830], [-1.177855, -0.422713, 6.702949], [-2.057361, 4.716906, -4.933161], [0.707832, -0.249204, 3.061619], [-3.502761, 8.556369, 0.496805], [-0.365137, -1.699012, 4.794569], [3.720044, -5.563608, -8.559352], [2.595247, -3.384544, -7.411683], [3.643490, 2.327176, -0.650120], [5.571649, -0.538888, -1.428181], [-3.104184, 3.760210, -2.872529], [-0.218172, 3.746589, 0.117888], [1.643240, 1.305550, -2.770583], [-2.123971, -0.521450, -1.493277], [-4.323979, 6.221710, 0.137257], [-3.786003, 1.878336, -1.291230], [-1.546209, 2.331909, -0.267600], [-3.681819, -1.298467, -3.283698], [-0.014043, -1.866763, -1.318170], [1.039794, -3.628444, 5.532656], [-7.153321, 7.891456, 2.729906], [-3.897998, 4.522409, -6.913368], [-2.624293, 2.222346, 3.767817], [-5.439746, 2.909641, -3.201904], [0.652622, -4.600731, 7.555179], [1.246722, 2.440847, -1.454623], [-0.684659, 1.503279, 5.179094], [-4.692047, 0.583677, 4.379742], [4.695559, -5.724936, 7.858900], [4.227638, -7.211114, -1.109147], [1.968682, 0.882491, 0.270366], [-4.779137, -0.324087, -0.057808]], "forces_ev_per_angstrom": [[-0.36, 0.20, 0.91], [-0.19, -0.63, 0.59], [0.01, 0.09, -0.12], [0.07, -0.51, -0.40], [-0.08, 0.00, -0.06], [-0.02, -0.05, 0.07], [0.14, 0.05, -0.06], [0.02, -0.15, -0.02], [-0.03, -0.19, 0.23], [-0.08, -0.07, -0.10], [-0.12, 0.11, 0.08], [0.22, 0.01, -0.17], [-0.04, -0.11, -0.05], [0.01, -0.09, -0.09], [0.12, -0.10, 0.03], [0.13, -0.10, -0.08], [-0.11, 0.14, -0.13], [0.07, 0.00, 0.07], [-0.08, -0.08, -0.03], [-0.07, -0.08, 0.11], [-0.03, 0.03, 0.01], [0.03, -0.04, -0.02], [-0.85, -0.63, -0.75], [-0.07, -0.06, -0.04], [0.83, 0.27, 0.83], [-0.05, -0.14, -0.03], [0.01, 0.13, -0.05], [0.00, -0.01, 0.04], [0.03, 0.12, -0.12], [0.06, 0.13, -0.10], [-0.12, 0.10, 0.02], [0.09, -0.15, 0.08], [0.03, -0.07, 0.04], [-0.12, 0.09, -0.06], [0.15, -0.04, 0.06], [0.00, -0.01, -0.01], [0.00, 0.03, 0.00], [0.07, 0.05, -0.15], [0.01, 0.00, -0.01], [0.13, 0.04, -0.08], [-0.06, -0.06, -0.02], [0.08, 0.07, 0.12], [-0.06, 0.13, -0.03], [0.10, -0.16, 0.00], [-0.01, -0.04, -0.01], [-0.05, 0.09, 0.16], [0.14, 0.05, 0.01], [0.00, 1.43, -1.22], [0.20, 0.04, 0.00], [0.03, 0.02, 0.02], [0.00, 0.08, -0.11], [-0.08, 0.03, -0.03], [-0.06, 0.01, -0.08], [-0.25, -0.02, -0.03], [-0.11, 0.07, -0.04], [0.03, -0.13, -0.10], [0.15, 0.02, -0.04], [0.00, 0.01, 0.00], [0.02, 0.01, 0.02], [0.00, 0.03, 0.02], [0.02, -0.03, -0.03], [0.00, -0.01, -0.01], [0.00, 0.05, -0.01], [-0.01, 0.01, 0.00], [0.04, 0.02, 0.05], [0.00, -0.03, -0.01], [0.16, -0.11, 0.14], [-0.05, 0.01, 0.07], [0.34, -0.37, 0.17], [0.04, 0.03, 0.07], [0.21, 0.40, 0.16], [0.01, 0.01, 0.00], [0.03, 0.07, 0.02], [-0.02, 0.02, 0.02], [0.12, 0.01, -0.14], [-0.01, 0.00, -0.02], [0.00, 0.02, -0.01], [0.01, -0.03, -0.01], [0.05, -0.05, 0.00], [-0.02, 0.03, 0.01], [-0.03, -0.02, 0.02], [0.00, -0.01, 0.02], [0.01, 0.01, 0.01], [-0.05, 0.07, 0.08], [-0.01, 0.00, -0.02], [0.00, -0.01, 0.03], [-0.01, 0.01, 0.03], [-0.07, 0.07, -0.01], [0.01, 0.01, 0.00], [0.01, -0.03, -0.02], [0.23, 0.43, -0.28], [-0.74, 0.11, 0.31], [0.05, 0.10, 0.02], [0.09, 0.17, 0.13], [0.06, 0.10, 0.09], [-0.16, -0.10, 0.06], [0.04, -0.03, -0.04], [-0.02, -0.03, 0.01], [-0.07, 0.16, -0.09], [0.00, -0.03, -0.01], [-0.06, -0.18, 0.15], [-0.01, -0.05, -0.06], [0.01, 0.00, -0.01], [-0.01, 0.00, 0.01], [-0.04, 0.00, 0.01], [-0.04, 0.02, -0.03], [-0.03, -0.03, 0.06], [-0.12, -0.29, -0.13], [0.02, 0.08, 0.10], [0.01, 0.01, 0.01], [-0.01, -0.02, 0.02], [0.01, 0.01, 0.00], [0.20, -0.55, -0.03], [0.01, 0.00, 0.01]]}